15
Properties=species:S:1:pos:R:3:forces:R:3 method="wB97M-V/def2-TZVPD" total_energy_ev=-9197.4598 e_above_lowest_kcal_mol=96.2 orbital_gap_ev=9.05 max_force_ev_per_a=3.6
H -1.4643 0.7644 -1.5212 0.67 -0.34 -0.17
N -1.2052 1.6125 -0.9919 -1.52 -0.97 -0.09
N -0.3100 1.5440 -0.1877 3.08 1.62 1.01
N 0.7004 0.5050 -0.0933 -1.69 -1.26 -0.35
C 2.0695 0.8746 0.1702 -0.08 0.74 0.51
C 0.3930 -0.8173 -0.3576 -0.68 0.33 -0.94
N -0.7507 -1.3535 -0.3496 0.86 -1.52 0.70
C -1.7708 -1.1670 0.6358 -0.56 0.82 -0.26
H 2.3413 0.6489 1.2029 0.07 0.17 0.04
H 2.7753 0.3387 -0.4720 -0.36 -0.03 -0.17
H 2.1752 1.9433 -0.0182 0.08 -0.09 0.11
H 1.2209 -1.4345 -0.7115 0.32 0.34 -0.40
H -1.7769 -2.0530 1.2767 -0.05 0.02 -0.12
H -2.7389 -1.1159 0.1340 -0.13 0.05 0.18
H -1.6587 -0.2902 1.2833 0.00 0.12 -0.05